1.
The following is a DFT calculation (the ωB97M-V functional and the def2-TZVPD basis) of a cluster of 2 separate species, C23H39ClF2O7S2Si in total.

Computed properties:
- highest occupied orbital energy (eV) = -9.0
- Kohn-Sham gap (eV) = 9.261
- structure (SMILES) = CCCCCCC[C@@]1(Cl)OS(=O)(=O)O[C@H]1C(F)(F)CC[Si](C)(C)c1ccccc1.CCOS(C)(=O)=O

Geometry as XYZ:
```
75
C23H39ClF2O7S2Si, DFT the ωB97M-V functional and the def2-TZVPD basis
C 6.86874 -4.12923 0.73774
C 5.82627 -3.81764 -0.44995
C 6.52554 -2.76833 -1.44037
C 6.49259 -1.23559 -0.89509
C 5.46998 -0.43742 -1.84160
C 4.90889 0.93761 -1.23566
C 4.35227 0.84837 0.26407
C 3.08190 -0.10937 0.46625
Cl 2.17796 -0.69919 -1.03921
O 3.73572 -1.37642 0.88775
S 3.50641 -1.68760 2.53439
O 3.05160 -3.10253 2.67097
O 4.61018 -1.23835 3.46762
O 2.26798 -0.60121 2.92638
C 2.05710 0.14467 1.67389
C 1.51838 1.61574 1.97907
F 2.55817 2.52951 2.41325
F 0.64876 1.49351 3.12635
C 0.80512 2.25820 0.70701
C -0.80329 2.20113 0.72309
Si -1.53364 1.53783 -0.95388
C -0.54527 2.14734 -2.47337
C -3.35996 2.19949 -1.00398
C -1.72397 -0.39444 -0.88415
C -2.18343 -1.19513 -2.12813
C -2.35340 -2.73316 -1.96408
C -2.10568 -3.49202 -0.63592
C -1.61647 -2.70294 0.60718
C -1.44408 -1.15834 0.45171
H 6.31625 -4.58728 1.62262
H 7.34539 -3.14774 1.07737
H 7.69307 -4.81206 0.31217
H 4.80143 -3.48805 -0.05527
H 5.64056 -4.81982 -0.99149
H 7.60331 -3.12747 -1.62387
H 5.99304 -2.87564 -2.46096
H 6.20406 -1.27168 0.20604
H 7.55770 -0.80946 -1.01182
H 6.06764 -0.15083 -2.79053
H 4.67373 -1.17523 -2.18610
H 5.76290 1.71545 -1.23958
H 4.12077 1.34262 -1.96142
H 5.18398 0.45183 0.95855
H 4.16870 1.93100 0.61161
H 1.09548 -0.37529 1.29112
H 1.09438 3.37158 0.60667
H 1.15686 1.76163 -0.26365
H -1.25653 1.53440 1.52893
H -1.18434 3.26179 0.90884
H -1.00391 1.75824 -3.44461
H 0.57620 1.95773 -2.37452
H -0.66794 3.29931 -2.49952
H -3.94289 1.58057 -1.78830
H -3.84399 1.92129 0.00551
H -3.41402 3.32161 -1.19171
H -2.40598 -0.69251 -3.12115
H -2.68095 -3.35624 -2.86125
H -2.26058 -4.62283 -0.52073
H -1.40655 -3.22068 1.60962
H -1.10489 -0.60233 1.39616
O -6.14053 2.64665 1.34007
S -6.90939 1.62114 0.68347
O -6.97428 1.51864 -0.75008
O -8.41537 1.63520 1.27304
C -9.14179 2.86395 1.25787
C -9.69222 3.16940 -0.12246
C -6.43101 0.04745 1.33827
H -8.52107 3.68528 1.62697
H -9.97189 2.74800 1.95845
H -8.88720 3.38932 -0.82717
H -10.35761 4.03523 -0.08802
H -10.24317 2.31257 -0.51802
H -6.43694 0.10190 2.42643
H -5.42560 -0.17366 0.97875
H -7.12922 -0.70941 0.98244
```


2.
The following is a DFT calculation (the ωB97M-V functional and the def2-TZVPD basis) of a structure of composition C23H39ClF4FeN10O2.

Computed properties:
- total charge = +1
- highest occupied orbital energy (alpha / beta) (eV) = -9.6 / -9.7
- energy relative to the best compared isomer or geometry (same formula, charge and spin) (kcal/mol) = 3.5
- expectation value of S² = 8.76
- spin multiplicity = 6
- Kohn-Sham gap (alpha / beta) (eV) = 7.327 / 7.384

Geometry as XYZ:
```
80
C23H39ClF4FeN10O2, DFT the ωB97M-V functional and the def2-TZVPD basis
Fe -0.70006 -0.22770 1.16541
C -0.23247 -0.95178 4.38529
N 0.48407 -0.54699 3.17378
C 1.64641 -1.41864 2.96237
C 0.93382 0.84242 3.26533
C -0.23830 1.79628 3.33001
N -1.25808 1.32645 2.40346
C -2.48453 1.93467 2.42582
C -3.63328 1.26377 1.96660
F -3.48649 -0.04017 1.61243
C -4.89394 1.80484 1.93354
F -5.90656 1.05803 1.47116
C -5.12332 3.08546 2.38535
C -4.03517 3.76346 2.88931
F -4.20003 5.00282 3.35997
C -2.76646 3.22030 2.91927
F -1.76328 3.98678 3.39325
H 0.38083 -0.77426 5.27634
H -1.16099 -0.38823 4.47328
H -0.47678 -2.01099 4.32996
H 2.37708 -1.31921 3.77412
H 1.32006 -2.45698 2.90915
H 2.13208 -1.16513 2.01881
H 1.59354 0.99339 4.12970
H 1.50230 1.04242 2.36152
H -0.63529 1.83126 4.35076
H 0.13311 2.79988 3.10567
H -6.11157 3.52399 2.37723
N -1.98693 -0.66856 -0.87384
C -1.08057 -1.40844 -1.77013
C -1.79201 -1.97258 -2.99454
C -1.01457 -2.93460 -3.89515
C 0.20417 -2.33105 -4.60343
N 1.39713 -2.05235 -3.79002
C 2.13954 -2.96924 -3.18269
N 2.05929 -4.24854 -3.54267
N 3.10259 -2.57645 -2.33904
C -0.31479 -2.39574 -0.86342
O -0.08187 -3.53617 -1.23740
O 0.08193 -1.87711 0.24910
H -2.70509 -1.30506 -0.53848
H -2.48473 0.06573 -1.36840
H -0.34182 -0.67935 -2.10859
H -2.12093 -1.12920 -3.61240
H -2.69824 -2.47804 -2.64694
H -1.68740 -3.25048 -4.69530
H -0.73947 -3.81469 -3.31702
H -0.06768 -1.37551 -5.05085
H 0.50388 -2.98155 -5.42697
H 1.53244 -1.10482 -3.47237
H 1.28263 -4.55903 -4.09940
H 2.50832 -4.94827 -2.97655
H 3.05891 -1.64883 -1.94527
H 3.55158 -3.26752 -1.76134
Cl -2.47603 -4.48064 2.32380
C -2.33969 -2.84604 2.70986
H -1.65149 -2.25638 2.12618
H -3.05916 -2.41282 3.38779
C 2.08073 2.54817 0.57113
N 2.87093 3.12142 -0.51553
C 3.66860 2.06590 -1.14442
N 2.81388 0.98245 -1.67365
C 2.03852 0.44900 -0.55325
N 1.18050 1.46777 0.09555
C 0.30952 2.07345 -0.94181
N 1.06540 2.63623 -2.05457
C 1.96130 3.67349 -1.52291
C 1.88833 1.58533 -2.64636
H 1.47623 3.33073 1.03062
H 2.76147 2.13986 1.31932
H 4.35699 1.64564 -0.41015
H 4.24558 2.49355 -1.96405
H 2.73354 0.06162 0.19411
H 1.40847 -0.36577 -0.89355
H -0.27652 2.86517 -0.47307
H -0.36428 1.31654 -1.31643
H 1.36202 4.46671 -1.07576
H 2.54484 4.09165 -2.34284
H 2.47003 2.00692 -3.46685
H 1.22729 0.81132 -3.04893
```


3.
The following is a DFT calculation (the ωB97M-V functional and the def2-TZVPD basis) of an isolated molecule of C23H39N5O2.

Computed properties:
- highest occupied orbital energy (eV) = -8.0
- energy relative to the best compared isomer or geometry (same formula, charge and spin) (kcal/mol) = 8.4
- Kohn-Sham gap (eV) = 8.601
- structure (SMILES) = CCCn1cc(CN2CCC(N3CCC(C(=O)N4CCOCC4)CC3)CC2)c(C)n1

Geometry as XYZ:
```
69
C23H39N5O2, DFT the ωB97M-V functional and the def2-TZVPD basis
C -8.10109 -0.09359 -3.05277
C -7.01039 0.03038 -1.99805
H -6.07455 0.34255 -2.46724
H -7.28688 0.78902 -1.26386
C -6.78854 -1.29790 -1.26710
N -5.78478 -1.17888 -0.24785
C -4.44441 -1.21241 -0.39921
C -3.88811 -0.98057 0.83953
C -4.99902 -0.79804 1.69344
N -6.12565 -0.91881 1.01377
C -4.96946 -0.51481 3.15089
H -5.96274 -0.23845 3.49187
H -4.64043 -1.39760 3.69909
H -4.26574 0.29018 3.35072
C -2.44656 -0.90952 1.21719
N -2.12553 0.40668 1.75024
C -0.84887 0.48146 2.42798
C 0.35927 0.48775 1.48167
H 0.40161 -0.46056 0.94168
H 1.27494 0.58894 2.06726
C 0.22368 1.65939 0.49465
N 1.31559 1.83449 -0.44868
C 1.67555 0.69002 -1.26671
C 2.99528 0.03733 -0.84577
H 2.92884 -0.25078 0.20551
H 3.15822 -0.86950 -1.43215
C 4.15722 1.03087 -1.03340
C 5.23851 0.70998 -0.00750
O 5.32347 1.31513 1.04523
N 6.10776 -0.29000 -0.30336
C 6.10460 -1.18855 -1.43415
H 5.34350 -0.92040 -2.16195
C 5.86570 -2.62156 -0.93455
O 6.83669 -3.00092 0.00927
C 6.83774 -2.12551 1.11715
H 7.62494 -2.47922 1.78388
C 7.10098 -0.68266 0.68081
H 7.02689 -0.00071 1.52819
H 8.09673 -0.60985 0.23007
H 5.86858 -2.17826 1.63611
H 5.94350 -3.33414 -1.75748
H 4.86076 -2.68676 -0.48794
H 7.08986 -1.14354 -1.91561
C 3.64869 2.46797 -0.83188
C 2.47111 2.50351 0.13131
H 2.18610 3.54297 0.32627
H 2.79063 2.05902 1.08562
H 4.45362 3.08154 -0.42674
H 3.33765 2.88993 -1.78814
H 4.56750 0.94975 -2.04342
H 1.76676 1.02403 -2.30950
H 0.87612 -0.05163 -1.23544
C -1.11814 1.54469 -0.23530
C -2.26067 1.48209 0.78796
H -3.21959 1.36578 0.27807
H -2.28720 2.42042 1.35219
H -1.13855 0.64897 -0.85796
H -1.25072 2.40690 -0.88904
H 0.19604 2.58611 1.08288
H -0.77713 -0.35584 3.12751
H -0.84667 1.40956 3.01064
H -1.83440 -1.19041 0.34356
H -2.24764 -1.63494 2.01362
H -3.98991 -1.40943 -1.35030
H -7.71298 -1.60668 -0.77402
H -6.48518 -2.07215 -1.97864
H -9.04312 -0.38400 -2.59384
H -8.24542 0.85549 -3.56246
H -7.83460 -0.84431 -3.79379
```


How do the records compare in molar mass? In the order shown, they have 593.2, 654.9, 417.6 Da.
How do the records compare in maximum force? In the order shown, they have 5.01, 1.05, 0.75 eV/A.